Entry 1:
# C6H12S2

A 2-piece molecular cluster, C6H12S2 overall at a distorted geometry (the ωB97M-V functional and the def2-TZVPD basis, the OMol25 dataset).

Each line ends with the Mulliken charge.
Cartesian coordinates (Å):
C 2.901 -0.600 1.336  -0.96
C 2.811 -0.303 -0.127  0.38
S 2.935 -1.506 -1.249  -0.22
S 2.621 1.387 -0.566  -0.24
H 3.332 -1.539 1.534  0.36
H 1.861 -0.580 1.690  0.17
H 3.478 0.250 1.795  0.31
H 3.032 1.168 -1.920  0.19
C -2.797 1.304 -0.595  -1.25
C -1.366 0.572 -0.427  0.29
C -1.162 0.030 0.959  -0.36
C -1.519 -0.932 -0.006  -0.37
H -3.629 0.618 -0.505  0.33
H -2.888 1.876 -1.525  0.31
H -3.041 1.837 0.374  0.28
H -0.318 0.784 -0.901  0.16
H -2.076 0.248 1.590  0.20
H -0.181 0.103 1.506  0.02
H -2.646 -1.038 -0.043  0.15
H -1.069 -1.861 -0.582  0.24

Computed properties:
SMILES string: CC(=S)S.CC1CC1
Net charge: 0
LUMO level: -0.3 eV
ΔE to the lowest compared entry with this formula, charge and spin: 77.4 kcal per mole

Entry 2:
# C6H12S2

One molecule with the formula C6H12S2 at a distorted geometry (the ωB97M-V functional and the def2-TZVPD basis, the OMol25 dataset).

Each line ends with the Mulliken charge.
Cartesian coordinates (Å):
C -2.980 1.277 0.466  -0.82
S -2.900 -0.504 0.122  -0.04
C -1.126 -0.747 0.361  -0.62
S -0.066 -0.060 -0.899  -0.14
C 1.439 -0.693 -0.316  -0.67
C 2.527 -0.013 0.080  0.99
C 2.537 1.497 -0.050  -1.25
C 3.779 -0.574 0.662  -1.22
H -2.429 1.811 -0.334  0.27
H -2.610 1.614 1.435  0.28
H -4.063 1.503 0.347  0.30
H -1.029 -1.821 0.390  0.33
H -0.869 -0.327 1.331  0.33
H 1.584 -1.779 -0.224  0.30
H 3.484 1.841 -0.471  0.33
H 1.714 1.899 -0.682  0.34
H 2.425 1.972 0.929  0.30
H 4.634 -0.332 0.046  0.33
H 3.897 -0.165 1.685  0.30
H 3.672 -1.676 0.761  0.34

Computed properties:
SMILES string: CSCSC=C(C)C
Net charge: 0
LUMO level: 0.9 eV
ΔE to the lowest compared entry with this formula, charge and spin: 21.9 kcal per mole

Entry 3:
# C6H12Si

A 2-piece molecular cluster, C6H12Si overall at a distorted geometry (the ωB97M-V functional and the def2-TZVPD basis, the OMol25 dataset).

Each line ends with the Mulliken charge.
Cartesian coordinates (Å):
C 3.332 0.674 -0.334  -0.56
C 2.986 0.206 1.040  -0.56
C -0.983 -1.158 -0.972  -1.06
C -1.916 -0.473 -0.255  0.85
C -1.891 -0.554 1.255  -1.26
C -3.090 0.349 -0.840  -1.01
Si 3.184 -1.283 -0.238  0.11
H 2.401 1.191 -0.779  0.21
H 4.273 1.177 -0.642  0.31
H 3.588 0.490 1.906  0.33
H 1.937 0.464 1.372  0.17
H -0.278 -1.879 -0.496  0.24
H -1.037 -1.192 -1.971  0.34
H -2.856 -0.779 1.603  0.39
H -1.731 0.546 1.656  0.26
H -1.047 -1.073 1.647  0.34
H -3.939 -0.076 -0.343  0.31
H -3.081 0.151 -1.912  0.29
H -2.713 1.283 -0.484  0.32

Computed properties:
Net charge: 0
LUMO level: -0.5 eV
ΔE to the lowest compared entry with this formula, charge and spin: 96.6 kcal per mole

Entry 4:
# C6H13AgN4S

C6H13AgN4S as an isolated structure (the ωB97M-V functional and the def2-TZVPD basis, the OMol25 dataset).

Each line ends with the Mulliken charge.
Cartesian coordinates (Å):
Ag -0.536 -2.657 0.855  0.24
S 0.114 -6.902 3.002  -0.42
C -0.048 -5.431 2.321  0.12
N -0.152 -4.370 1.839  -0.38
C 1.889 -0.748 0.150  -1.19
N 1.048 0.430 0.000  0.13
C 1.461 1.539 0.854  -1.08
C -0.273 0.280 -0.324  0.69
N -0.885 -0.862 -0.197  -0.38
N -0.911 1.398 -0.786  0.11
C -2.358 1.403 -0.868  -1.27
C -0.242 2.362 -1.648  -1.12
H 2.928 -0.437 0.037  0.27
H 1.663 -1.481 -0.619  0.41
H 1.782 -1.217 1.133  0.42
H 1.503 1.220 1.900  0.36
H 0.772 2.373 0.778  0.35
H 2.455 1.877 0.558  0.33
H -1.767 -0.872 -0.689  0.18
H -2.727 0.884 -1.761  0.39
H -2.704 2.435 -0.916  0.33
H -2.791 0.944 0.019  0.45
H 0.807 2.108 -1.754  0.37
H -0.325 3.374 -1.246  0.31
H -0.703 2.350 -2.639  0.39

Computed properties:
Net charge: 0
LUMO level: 0.1 eV
ΔE to the lowest compared entry with this formula, charge and spin: 0.0 kcal per mole

Entry 5:
# C6H13AlBr2NOPb

C6H13AlBr2NOPb as an isolated structure at a distorted geometry (the ωB97M-V functional and the def2-TZVPD basis, the OMol25 dataset).

Each line ends with the Mulliken charge.
Cartesian coordinates (Å):
C 3.667 -0.289 0.350  -1.13
C 2.511 -0.794 -0.535  -0.07
Br 2.254 0.443 -2.039  -0.18
C 1.231 -1.103 0.267  -0.37
Br 1.002 -3.042 0.400  -0.18
Al -0.514 -0.320 -0.422  0.21
C -2.054 -1.340 0.489  -0.75
N -3.288 -0.671 0.097  -0.43
C -0.845 1.638 0.174  -0.29
C -1.492 2.352 -1.050  -0.27
O -2.610 2.217 -1.265  -0.35
H 4.133 0.565 -0.123  0.37
H 4.412 -1.056 0.505  0.29
H 3.297 0.014 1.324  0.31
H 2.849 -1.721 -0.958  0.45
H 1.408 -0.724 1.272  0.39
H -0.606 -0.405 -2.001  -0.28
H -2.023 -2.384 0.198  0.45
H -1.933 -1.203 1.563  0.33
H -4.048 -0.877 0.732  0.23
H -3.529 -0.920 -0.852  0.22
H 0.085 2.147 0.512  0.69
H -1.671 1.582 0.956  -0.05
H -0.812 2.951 -1.669  0.41
Pb -1.425 2.941 2.075  1.02

Computed properties:
Net charge: +1
LUMO level: -7.4 eV

Entry 6:
# C6H13B3INO4S2

C6H13B3INO4S2 as an isolated structure at a distorted geometry (the ωB97M-V functional and the def2-TZVPD basis, the OMol25 dataset).

Each line ends with the Mulliken charge.
Cartesian coordinates (Å):
C 4.582 1.854 0.178  -1.06
C 3.653 0.893 -0.656  -0.22
C 2.475 0.261 0.170  -0.70
B 1.044 0.860 -0.156  0.25
O -0.052 0.899 0.734  -0.46
B -1.105 1.668 0.234  0.45
I -3.185 1.126 0.630  -0.07
O -0.929 2.830 -0.532  -0.38
B 0.366 2.758 -1.075  0.72
N 1.204 3.960 -1.204  -0.36
C 1.741 4.267 -0.188  0.44
S 2.394 4.681 1.195  -0.32
O 0.791 1.462 -1.422  -0.31
H 4.857 2.710 -0.479  0.26
H 4.101 2.271 1.080  0.25
H 5.523 1.308 0.404  0.34
H 4.281 0.049 -1.020  0.33
H 3.332 1.444 -1.560  0.25
H 2.450 -0.832 -0.069  0.26
H 2.692 0.319 1.261  0.33
C -4.971 -4.304 -0.254  -0.91
S -4.163 -3.737 1.253  0.48
O -5.063 -2.741 1.892  -0.60
C -2.850 -2.822 0.426  -0.81
H -5.856 -4.874 0.026  0.32
H -5.268 -3.448 -0.861  0.29
H -4.290 -4.946 -0.814  0.34
H -3.281 -2.060 -0.223  0.19
H -2.237 -3.511 -0.156  0.39
H -2.235 -2.343 1.187  0.29

Computed properties:
Net charge: 0
LUMO level: 0.1 eV

Entry 7:
# C6H13BO

One molecule with the formula C6H13BO at a distorted geometry (the ωB97M-V functional and the def2-TZVPD basis, the OMol25 dataset).

Each line ends with the Mulliken charge.
Cartesian coordinates (Å):
B -0.148 0.855 0.841  0.31
C -0.605 1.815 2.061  0.41
C -1.753 0.585 0.527  -1.41
C 0.389 2.151 -0.176  -1.13
C 1.116 -2.543 -1.117  -1.16
C 0.566 -0.807 0.500  -1.05
C 0.522 -1.145 -0.972  -0.13
O -1.152 2.766 2.383  -0.27
H -2.145 -0.352 0.660  0.54
H -2.131 0.823 -0.453  0.38
H -2.607 1.064 1.046  0.39
H 1.215 2.619 0.428  0.30
H -0.359 2.990 -0.294  0.33
H 0.770 1.702 -1.150  0.28
H 0.421 -3.364 -0.828  0.29
H 2.014 -2.559 -0.483  0.32
H 1.625 -2.653 -2.103  0.36
H 0.093 -1.539 1.060  0.41
H 1.675 -0.977 0.741  0.36
H -0.512 -1.098 -1.316  0.23
H 1.007 -0.334 -1.357  0.23

Computed properties:
Net charge: 0
LUMO level: 0.0 eV
ΔE to the lowest compared entry with this formula, charge and spin: 63.3 kcal per mole

Entry 8:
# C6H13BS

One molecule with the formula C6H13BS at a distorted geometry (the ωB97M-V functional and the def2-TZVPD basis, the OMol25 dataset).

Each line ends with the Mulliken charge.
Cartesian coordinates (Å):
C 3.075 -0.844 -2.073  -1.36
C 1.626 -0.359 -1.822  -0.29
S 1.475 0.916 -0.587  -0.26
B 0.073 0.443 0.490  0.20
C -1.029 -0.663 0.198  -0.82
C -2.230 -0.418 1.182  -0.51
C -2.008 0.970 1.733  -0.65
C -0.561 1.462 1.530  -0.61
H 3.396 -1.383 -1.190  0.34
H 3.031 -1.420 -2.975  0.36
H 3.653 -0.068 -2.313  0.44
H 1.210 -1.305 -1.619  0.31
H 1.200 0.126 -2.695  0.35
H -1.376 -0.532 -0.792  0.39
H -0.798 -1.761 0.285  0.36
H -3.187 -0.518 0.709  0.29
H -2.221 -1.132 2.074  0.24
H -2.370 0.978 2.725  0.39
H -2.619 1.829 1.333  0.24
H -0.037 1.184 2.503  0.19
H -0.305 2.494 1.304  0.42

Computed properties:
SMILES string: CCSB1CCCC1
Net charge: 0
LUMO level: 0.6 eV
ΔE to the lowest compared entry with this formula, charge and spin: 0.0 kcal per mole

Entry 9:
# C6H13ClN3O

An isolated ion of composition C6H13ClN3O and charge +1 at a distorted geometry (the ωB97M-V functional and the def2-TZVPD basis, the OMol25 dataset).

Each line ends with the Mulliken charge.
Cartesian coordinates (Å):
C -2.664 2.077 0.159  -0.33
C -3.639 -0.095 -0.359  0.60
C 1.443 0.138 -1.156  -1.52
C 2.040 -1.607 0.726  -1.51
C 0.089 -0.060 1.012  -0.97
C 0.873 -0.847 -0.073  0.59
N -1.447 1.533 0.376  0.18
N -1.226 0.314 0.650  -0.37
N -3.716 1.144 0.135  -0.11
O -2.651 -0.393 -1.184  -0.34
Cl -5.050 -1.058 -0.195  -0.08
H -2.789 3.054 -0.210  0.39
H 2.404 0.761 -0.735  0.30
H 1.825 -0.468 -1.920  0.44
H 0.775 0.808 -1.589  0.41
H 2.945 -1.057 0.576  0.34
H 2.083 -2.492 0.201  0.42
H 1.830 -1.670 1.712  0.45
H -0.022 -0.566 2.072  0.35
H 0.750 0.826 1.172  0.38
H 0.282 -1.581 -0.518  0.40
H -0.613 2.162 0.298  0.32
H -4.552 1.656 0.384  0.28
H -2.783 -1.342 -1.581  0.40

Computed properties:
Net charge: +1
LUMO level (spin up / spin down): -4.2 / -4.2 eV
ΔE to the lowest compared entry with this formula, charge and spin: 51.9 kcal per mole

Entry 10:
# C6H13FN

A 2-piece molecular cluster, C6H13FN overall at a distorted geometry (the ωB97M-V functional and the def2-TZVPD basis, the OMol25 dataset).

Each line ends with the Mulliken charge.
Cartesian coordinates (Å):
C -2.565 1.513 0.297  -0.84
C -1.513 1.556 -0.767  -0.46
C 2.321 -0.625 -0.686  -1.63
C 1.057 0.052 1.418  -0.96
C -0.933 0.439 -1.252  -0.13
C 1.283 -0.750 0.380  0.77
N 0.415 -1.986 0.318  -0.24
F -1.532 -0.751 -0.936  -0.36
H -2.828 2.517 0.659  0.32
H -3.538 1.145 0.004  0.32
H -1.119 2.472 -1.089  0.45
H 2.750 0.319 -0.802  0.44
H 2.099 -0.987 -1.680  0.44
H 3.200 -1.228 -0.360  0.39
H -2.268 0.781 1.120  0.19
H 1.572 0.990 1.480  0.31
H 0.397 -0.243 2.195  0.26
H -0.149 0.300 -1.990  0.56
H 0.344 -2.330 1.350  0.42
H 0.860 -2.531 -0.455  0.42
H -0.583 -1.889 -0.009  0.33

Computed properties:
Spin multiplicity: 3
Net charge: +1
LUMO level (spin up / spin down): -3.4 / -5.5 eV

Entry 11:
# C6H13FN3O

C6H13FN3O as an isolated structure at a distorted geometry (the ωB97M-V functional and the def2-TZVPD basis, the OMol25 dataset).

Each line ends with the Mulliken charge.
Cartesian coordinates (Å):
C -0.023 1.659 -1.076  -0.21
C 1.741 0.217 -1.259  -0.68
C -0.900 0.451 -1.003  -0.17
C 0.671 -0.778 -0.868  0.75
C -2.043 1.990 1.596  -0.58
C 0.661 -1.324 0.532  -1.20
N 1.222 1.565 -1.190  -0.57
N -1.736 0.205 0.062  -0.21
N 1.623 -2.474 0.642  -0.17
O -1.416 0.746 1.310  -0.23
F 0.518 -1.823 -1.754  -0.40
H -0.467 2.644 -1.058  0.48
H 2.640 0.187 -0.635  0.32
H 2.045 0.047 -2.296  0.37
H -1.339 0.165 -1.955  0.46
H -3.130 1.905 1.507  0.28
H -1.680 2.792 0.949  0.27
H -1.776 2.198 2.629  0.24
H -0.341 -1.689 0.776  0.48
H 0.919 -0.535 1.238  0.37
H -2.730 0.088 -0.087  0.29
H 1.384 -3.152 -0.099  0.39
H 1.568 -2.931 1.559  0.38
H 2.586 -2.151 0.479  0.36

Computed properties:
Net charge: +1
LUMO level: -3.6 eV
ΔE to the lowest compared entry with this formula, charge and spin: 86.7 kcal per mole

Entry 12:
# C6H13FO

One molecule with the formula C6H13FO at a distorted geometry (the ωB97M-V functional and the def2-TZVPD basis, the OMol25 dataset).

Each line ends with the Mulliken charge.
Cartesian coordinates (Å):
C 1.517 -0.601 1.423  -1.27
C 1.538 0.089 0.071  0.92
C 2.642 -0.322 -0.901  -1.49
O 0.293 -0.177 -0.661  -0.42
C -0.926 0.553 -0.453  0.45
C -0.684 1.916 0.210  -1.64
C -1.900 -0.303 0.414  -0.27
F -2.563 -1.240 -0.386  -0.31
H 0.816 -0.098 2.139  0.23
H 1.155 -1.700 1.303  0.29
H 2.506 -0.693 1.987  0.35
H 1.538 1.177 0.245  0.13
H 3.578 -0.110 -0.369  0.41
H 2.696 0.268 -1.799  0.37
H 2.686 -1.385 -1.166  0.32
H -1.386 0.800 -1.435  0.24
H -1.590 2.496 0.207  0.46
H -0.441 1.780 1.263  0.34
H 0.063 2.495 -0.273  0.44
H -2.677 0.367 0.898  0.27
H -1.343 -0.816 1.182  0.18

Computed properties:
SMILES string: CC(C)O[C@H](C)CF
Net charge: 0
LUMO level: 0.9 eV
ΔE to the lowest compared entry with this formula, charge and spin: 0.0 kcal per mole

Record-wise electronic energy values, in eV: -28083.945, -28086.352, -14289.976, -27227.823, -161887.525, -47920.427, -9154.078, -17944.243, -25462.596, -10627.635, -15658.023, -11196.935